Computed, not measured: an isolated molecule of C5H10O3 in a non-equilibrium geometry, with ωB97M-V/def2-TZVPD.

Calculated values
Largest force on an atom: 6.5 eV/Å
E_LUMO: 0.7 eV
Molar mass: 118.1 g/mol
E: -11488.1776 eV

Positions of all 18 atoms, in Å:
1 O -0.59633 -0.58192 2.11958
2 C -1.06421 -0.90775 1.03709
3 O -2.35951 -0.71013 0.86775
4 C -0.37375 -1.21926 -0.13276
5 C 1.14252 -0.57182 0.07916
6 C 0.98038 0.86830 -0.01106
7 C 0.54412 1.57735 -1.30830
8 O 1.54299 1.30526 -2.33667
9 H -2.86849 -0.30983 1.59976
10 H -0.88926 -1.13733 -1.03914
11 H -0.13387 -2.32570 -0.15598
12 H 1.58003 -0.91600 0.99576
13 H 1.83691 -1.06224 -0.71905
14 H 1.90199 1.40289 0.31276
15 H 0.23839 1.25835 0.73369
16 H 0.58492 2.57811 -1.25465
17 H -0.53102 1.13978 -1.61284
18 H 2.20880 0.78538 -2.05036